[1]
Density functional theory data (wB97M-V/def2-TZVPD) for 5 unconnected molecules or ions with the total composition C20H55N5O5 in a non-equilibrium geometry.

## Properties
Frontier orbital gap (alpha / beta) in eV: 7.32 / 1.63
Charge: +1
Spin multiplicity: 2
HOMO (alpha / beta) in eV: -10.2 / -10.2
<S²>: 0.76

Element x y z (Å)
C  -10.0313  -9.2792  27.5109
C  -10.8720  -10.5309  27.4018
C  -10.6927  -11.2892  26.0011
O  -10.9097  -10.3361  25.0144
C  -10.6945  -10.6584  23.6912
N  -10.5905  -11.4053  28.5074
H  -10.3514  -8.4850  26.8364
H  -9.0105  -9.6139  27.3264
H  -10.0865  -8.8710  28.5200
H  -11.9499  -10.3799  27.4603
H  -11.4268  -12.0885  25.8996
H  -9.7526  -11.8398  25.9679
H  -9.6231  -10.6677  23.4912
H  -11.1764  -9.9845  22.9829
H  -11.1629  -11.6106  23.4423
H  -10.8250  -11.0676  29.4300
H  -9.6958  -11.8738  28.5135
C  -8.4180  -19.9057  24.6331
C  -9.6984  -20.6863  24.7768
C  -10.8933  -19.7080  25.1993
O  -10.6081  -19.1095  26.4548
C  -10.3098  -19.9383  27.5949
N  -9.9907  -21.2879  23.4704
H  -8.5349  -18.9967  24.0431
H  -7.6615  -20.5604  24.2004
H  -8.0654  -19.6269  25.6262
H  -9.6742  -21.5122  25.4876
H  -11.8423  -20.2434  25.1682
H  -11.0983  -18.9311  24.4627
H  -11.1567  -20.6225  27.6468
H  -10.2150  -19.3984  28.5370
H  -9.3400  -20.3376  27.2978
H  -9.4534  -22.1346  23.3502
H  -9.7712  -20.6554  22.7143
C  -14.6569  -10.2299  23.3396
C  -15.2663  -11.5115  22.8068
C  -14.2958  -12.6746  23.0817
O  -14.7812  -13.9302  22.6454
C  -13.8194  -14.9130  22.4852
N  -16.4220  -11.7208  23.6364
H  -14.5817  -10.1775  24.4257
H  -15.2439  -9.3945  22.9579
H  -13.6322  -10.1336  22.9807
H  -15.4624  -11.5194  21.7346
H  -13.9958  -12.6606  24.1295
H  -13.4334  -12.3730  22.4872
H  -13.1594  -14.7596  23.3389
H  -13.1552  -14.7623  21.6342
H  -14.2296  -15.9198  22.4054
H  -17.0610  -10.9605  23.4528
H  -16.7554  -12.6285  23.3449
C  -10.3769  -16.8716  21.4009
C  -8.9227  -16.7470  21.2150
C  -8.1476  -16.0389  22.3800
O  -6.7347  -16.1384  22.2596
C  -6.1607  -15.1110  23.0418
N  -8.5167  -18.1654  21.1760
H  -10.7195  -15.8646  21.6392
H  -10.6863  -17.6209  22.1295
H  -10.9609  -17.1106  20.5122
H  -8.7272  -16.1818  20.3038
H  -8.3921  -16.3131  23.4062
H  -8.3716  -14.9743  22.3128
H  -6.3478  -14.1822  22.5029
H  -5.0763  -15.1628  23.1387
H  -6.5450  -15.0246  24.0581
H  -8.8137  -18.5231  20.2794
H  -7.5141  -18.0959  21.0763
C  -10.5086  -15.4767  25.7510
C  -9.4083  -14.8376  26.5847
C  -9.9604  -14.5154  27.9794
O  -8.9648  -13.7841  28.7068
C  -8.8994  -14.1081  30.0915
N  -8.1386  -15.6207  26.5143
H  -11.3267  -14.7613  25.6670
H  -10.8892  -16.4142  26.1565
H  -10.2095  -15.8324  24.7650
H  -9.0859  -13.8787  26.1788
H  -10.2868  -15.3464  28.6046
H  -10.8734  -13.9592  27.7669
H  -7.8448  -14.0912  30.3663
H  -9.2908  -15.0333  30.5145
H  -9.3974  -13.3888  30.7416
H  -8.3764  -16.5944  26.6387
H  -7.6842  -15.3316  27.3687

[2]
Density functional theory data (wB97M-V/def2-TZVPD) for a molecular structure, C20H56AlB4MnO10S5 in a non-equilibrium geometry.

## Properties
Frontier orbital gap (alpha / beta) in eV: 5.06 / 2.76
Charge: +2
Spin multiplicity: 7
HOMO (alpha / beta) in eV: -14.2 / -14.2
<S²>: 12.31

Element x y z (Å)
Mn  2.0474  0.8226  2.1627
Al  -1.9280  1.8648  3.4969
B  -2.8534  -0.9341  3.7905
H  -2.9744  -0.6122  2.7678
H  -1.7966  -0.8811  4.0021
H  -3.3147  -0.1891  4.4201
H  -3.3290  -1.9013  3.8402
B  2.6561  2.7708  1.4256
H  3.3821  2.1823  1.9650
H  2.1795  2.3056  0.5767
H  1.8547  3.0121  2.1066
H  3.0445  3.7274  1.1122
B  1.2286  1.3356  4.2742
H  0.9779  0.3569  4.6529
H  0.6945  1.4123  3.3398
H  0.8502  2.1221  4.9086
H  2.2843  1.4416  4.0778
B  -0.0553  0.6764  1.1184
H  0.3221  1.5920  1.5466
H  -0.4482  0.1451  1.9714
H  -0.8311  0.7711  0.3745
H  0.7466  0.1177  0.6610
C  -0.6360  3.6690  -2.7069
C  0.6602  3.9727  -1.9898
C  0.4482  4.7779  -0.7189
S  -1.3399  4.3890  -0.1497
O  -2.1672  5.5783  -0.2332
O  -1.3857  3.5614  1.0559
C  -1.6461  3.2539  -1.6146
H  -0.6867  2.8475  -3.4216
H  -0.8902  4.5880  -3.2350
H  1.2351  4.7224  -2.5335
H  1.2354  3.0648  -1.8081
H  0.3699  5.8438  -0.9332
H  1.2054  4.6111  0.0472
H  -2.7065  3.2711  -1.8664
H  -1.5700  2.2126  -1.3015
C  -0.3182  -4.6026  0.9705
C  -1.1885  -4.7158  2.3532
C  -1.0154  -3.3763  3.0191
S  0.8404  -2.9792  2.8333
O  1.6782  -3.8520  3.6452
O  1.1102  -1.5788  2.7981
C  0.8655  -3.6502  1.1127
H  -1.0189  -4.3607  0.1714
H  0.1293  -5.5400  0.6402
H  -0.7944  -5.4943  3.0064
H  -2.2508  -4.9230  2.2243
H  -1.2882  -3.1382  4.0471
H  -1.5173  -2.6680  2.3598
H  1.8552  -4.0966  1.0155
H  0.8508  -2.8786  0.3430
C  6.2065  0.5237  0.3805
C  5.7148  1.4765  -0.7696
C  4.4577  1.2506  -1.3564
S  3.9698  -0.3995  -0.5856
O  3.6455  -1.4019  -1.6254
O  3.0054  -0.0913  0.5073
C  5.6428  -0.8364  0.0933
H  6.1283  0.8874  1.4050
H  7.2769  0.5666  0.1793
H  6.3824  1.4722  -1.6312
H  5.8774  2.5173  -0.4897
H  4.3595  0.9793  -2.4075
H  3.7033  1.9436  -0.9839
H  6.2642  -1.2594  -0.6961
H  5.3892  -1.5219  0.9019
C  0.0025  -0.5530  -5.4593
C  -0.2312  0.1239  -4.0673
C  0.0260  -1.0034  -2.9643
S  -0.8065  -2.5235  -3.7701
O  -2.0976  -2.8145  -3.1699
O  0.2543  -3.5465  -3.8630
C  -0.9569  -1.7303  -5.4509
H  1.0450  -0.8703  -5.4357
H  -0.1809  0.0625  -6.3400
H  -1.2685  0.4529  -4.0055
H  0.3190  1.0502  -3.9018
H  -0.3457  -1.0722  -1.9419
H  1.0701  -1.2983  -2.8593
H  -1.9893  -1.4189  -5.6103
H  -0.8206  -2.5425  -6.1650
C  -5.1055  -1.7625  0.8690
C  -4.2084  -2.0697  -0.3392
C  -3.2568  -0.8248  -0.3521
S  -4.2229  0.6333  0.1810
O  -4.8480  1.1591  -1.0623
O  -3.4373  1.4193  1.1609
C  -5.4852  -0.2684  0.9855
H  -4.4852  -2.0164  1.7286
H  -5.9641  -2.4212  0.9992
H  -4.7985  -2.2904  -1.2287
H  -3.7150  -3.0225  -0.1471
H  -2.8322  -0.6286  -1.3367
H  -2.4849  -1.0742  0.3760
H  -6.4068  0.0547  0.5014
H  -5.5943  0.0416  2.0248

[3]
Density functional theory data (wB97M-V/def2-TZVPD) for a molecular structure, C20H56B2F7N2O12V2 in a non-equilibrium geometry.

## Properties
Frontier orbital gap (alpha / beta) in eV: 6.38 / 7.73
Charge: +1
Spin multiplicity: 7
HOMO (alpha / beta) in eV: -9.3 / -10.6
<S²>: 12.01

Element x y z (Å)
V  2.2169  -0.2185  -2.3968
V  -1.1360  -1.6023  0.7580
C  0.5947  -3.7974  2.0499
O  -0.2477  -3.5831  3.1943
O  -0.1146  -3.4617  0.9918
C  1.8699  -2.9564  2.1092
F  2.6204  -3.1572  0.9964
F  1.6272  -1.6414  2.1970
F  2.7097  -3.2528  3.1329
C  0.1085  -4.1109  4.4601
C  -0.8694  -3.5597  5.4894
H  -0.5291  -3.8072  6.4965
H  -0.8647  -2.4687  5.4152
H  -1.8610  -3.9915  5.3671
H  1.1242  -3.8700  4.7493
H  0.0205  -5.2074  4.4428
H  0.8839  -4.8604  1.9504
B  0.5536  -0.4765  -0.5684
H  1.4481  -1.2100  -0.8272
H  0.4516  -0.3634  0.6073
H  0.9339  0.5807  -0.9532
H  -0.4811  -0.7935  -1.0303
B  -2.9156  -2.8401  -1.9389
F  -2.9450  -1.5142  -2.5132
F  -2.2827  -3.6978  -2.8364
F  -2.1174  -2.7574  -0.7448
F  -4.1999  -3.2281  -1.6266
C  -2.4444  -0.6711  3.3699
C  -3.1544  -1.9748  3.1488
O  -2.9604  -2.3648  1.7774
O  -1.1262  -0.7720  2.8097
H  -2.3046  -0.4628  4.4375
H  -3.0008  0.1904  2.9835
H  -4.2202  -1.8511  3.3605
H  -2.7848  -2.7921  3.7704
H  -3.7439  -2.8075  1.4388
H  -0.4728  -0.2363  3.3327
C  -0.0961  -2.5077  -5.0294
C  0.2514  -2.3844  -3.5894
O  1.6575  -2.0405  -3.3751
O  -0.1004  -1.2126  -5.6386
H  -1.1042  -2.9307  -5.0849
H  0.5650  -3.2165  -5.5390
H  0.0274  -3.3112  -3.0609
H  -0.3906  -1.6555  -3.1008
H  2.1641  -2.8575  -3.3922
H  0.1490  -1.2992  -6.5629
C  -2.9623  1.6742  -1.4993
C  -2.5527  1.3019  -0.0869
O  -2.7609  -0.0903  0.2352
O  -2.1032  1.1180  -2.4675
H  -2.9688  2.7583  -1.5942
H  -3.9753  1.2729  -1.6519
H  -2.9787  1.9680  0.6795
H  -1.4813  1.4769  0.0732
H  -3.6896  -0.2774  0.0555
H  -2.2872  0.1590  -2.5080
C  3.9402  -0.5043  -0.0045
C  4.2437  0.8961  -0.4394
O  3.2131  1.4709  -1.2608
O  3.7253  -1.3533  -1.1556
H  3.0172  -0.4796  0.5913
H  4.6629  -0.9332  0.6850
H  5.1581  0.8066  -1.0553
H  4.5686  1.5448  0.3723
H  3.4825  2.3789  -1.4369
H  4.0408  -2.2343  -0.9328
C  1.9369  1.6470  2.4139
C  1.0348  1.9519  3.5943
C  -0.2251  2.6688  3.1481
O  0.1480  3.9411  2.6787
C  -0.9158  4.6106  2.0023
N  0.6744  0.6954  4.2870
H  2.9183  1.3097  2.7500
H  1.9976  2.4996  1.7405
H  1.4735  0.8320  1.8484
H  1.5192  2.6350  4.3039
H  -0.9257  2.8014  3.9869
H  -0.7137  2.0884  2.3468
H  -0.8809  4.3791  0.9335
H  -0.7121  5.6753  2.1164
H  -1.8792  4.3848  2.4615
H  0.1184  0.9374  5.1102
H  1.5189  0.3225  4.7169
C  0.8648  2.4487  -5.3407
C  0.9666  2.1847  -3.8489
C  0.1796  3.1800  -3.0517
O  0.8134  4.4095  -3.1593
C  0.1159  5.4270  -2.4841
N  0.6128  0.7535  -3.5075
H  1.3051  3.4191  -5.5763
H  -0.1608  2.4662  -5.7164
H  1.4180  1.7115  -5.9297
H  2.0273  2.3085  -3.5868
H  0.0905  2.8986  -1.9828
H  -0.8777  3.1966  -3.3672
H  0.5734  6.3802  -2.7290
H  0.0519  5.2344  -1.4064
H  -0.9251  5.5031  -2.8415
H  0.3980  0.3240  -4.4175
H  -0.3426  0.8253  -3.1203

[4]
Density functional theory data (wB97M-V/def2-TZVPD) for 5 unconnected molecules or ions with the total composition C20H56BO16P5S.

## Properties
Frontier orbital gap in eV: 8.09
HOMO in eV: -8.5
Structure (SMILES): CCCCCCCCB[PH2]=S.COP(=O)(OC)OC.COP(=O)(OC)OC.COP(=O)(OC)OC.COP(=O)(OC)OC

Element x y z (Å)
C  0.7072  0.1396  -0.8866
C  0.2929  1.5732  -0.5319
C  -1.1197  1.9316  -0.9943
C  -1.2695  1.8570  -2.5164
C  -2.6810  1.6552  -3.0781
C  -3.7174  2.7568  -2.8207
C  -4.4720  2.7159  -1.4870
C  -5.4096  1.4814  -1.4030
B  -4.7387  0.1864  -0.9002
P  -5.0591  -1.5195  -1.7852
S  -4.1499  -3.1344  -1.1595
H  1.3391  0.1222  -1.7749
H  1.2541  -0.3333  -0.0685
H  -0.1661  -0.4876  -1.0973
H  0.9922  2.2797  -0.9915
H  0.3594  1.7232  0.5498
H  -1.8255  1.2494  -0.5095
H  -1.3672  2.9394  -0.6448
H  -0.8462  2.7669  -2.9575
H  -0.6382  1.0468  -2.8910
H  -2.5765  1.5549  -4.1630
H  -3.0804  0.6835  -2.7399
H  -3.2224  3.7288  -2.9333
H  -4.4767  2.7116  -3.6106
H  -5.0669  3.6268  -1.3862
H  -3.7751  2.7090  -0.6483
H  -5.9431  1.3570  -2.3530
H  -6.1811  1.6965  -0.6441
H  -4.1005  0.1541  0.0997
H  -6.4697  -1.5614  -1.8064
H  -4.8669  -1.1964  -3.1425
C  -4.5714  -5.2105  1.8633
O  -4.2406  -6.4887  2.4451
P  -3.3131  -6.5056  3.7178
O  -3.6913  -5.6747  4.8581
O  -1.8551  -6.1098  3.2204
C  -1.2984  -6.7293  2.0531
O  -3.2994  -8.0667  3.9617
C  -2.6684  -8.5354  5.1701
H  -5.6531  -5.1551  1.7761
H  -4.2182  -4.3883  2.4848
H  -4.1224  -5.1454  0.8764
H  -1.3239  -6.0183  1.2286
H  -1.8492  -7.6283  1.7777
H  -0.2669  -6.9894  2.2801
H  -3.0236  -7.9720  6.0322
H  -1.5848  -8.4462  5.0866
H  -2.9470  -9.5797  5.2723
C  3.8699  -0.7112  -3.8262
O  4.2516  0.6735  -3.8921
P  3.1514  1.7254  -4.3263
O  1.8392  1.6127  -3.6943
O  3.0017  1.5972  -5.9034
C  4.1628  1.6563  -6.7429
O  3.9933  3.0287  -4.0550
C  3.3325  4.3024  -4.2196
H  4.1526  -1.0866  -2.8458
H  2.7950  -0.8333  -3.9580
H  4.4062  -1.2570  -4.6003
H  4.3934  0.6540  -7.1009
H  5.0214  2.0619  -6.2087
H  3.9251  2.2994  -7.5872
H  2.3676  4.2879  -3.7139
H  3.2034  4.5261  -5.2776
H  3.9834  5.0518  -3.7858
C  6.8164  8.0777  -3.2972
O  5.5982  8.8268  -3.4617
P  4.7255  8.5572  -4.7502
O  4.4455  7.1669  -5.0996
O  5.4580  9.2815  -5.9577
C  5.8768  10.6485  -5.8358
O  3.4952  9.4679  -4.3559
C  2.3352  9.4261  -5.2045
H  6.7933  7.6233  -2.3102
H  6.9051  7.2952  -4.0501
H  7.6573  8.7645  -3.3690
H  6.9579  10.6778  -5.7098
H  5.3959  11.1398  -4.9906
H  5.6046  11.1580  -6.7571
H  2.0656  8.3945  -5.4259
H  2.5271  9.9663  -6.1319
H  1.5361  9.9118  -4.6531
C  -1.8255  -4.9828  7.4343
O  -0.9088  -5.9755  7.9537
P  -1.3275  -6.7955  9.2296
O  -2.6001  -7.5092  9.2132
O  -1.2802  -5.7871  10.4591
C  -0.1438  -4.9352  10.6461
O  -0.0155  -7.6824  9.3386
C  -0.0133  -8.7306  10.3190
H  -2.0355  -5.2334  6.4002
H  -2.7632  -4.9740  7.9888
H  -1.3416  -4.0099  7.4994
H  -0.4106  -3.9187  10.3599
H  0.7081  -5.2686  10.0541
H  0.1152  -4.9588  11.7024
H  -0.9369  -9.3050  10.2615
H  0.0987  -8.3123  11.3201
H  0.8376  -9.3652  10.0890

[5]
Density functional theory data (wB97M-V/def2-TZVPD) for a molecular structure, C20H56F5N10O9P4S3 in a non-equilibrium geometry.

## Properties
Frontier orbital gap in eV: 6.99
Charge: -1
HOMO in eV: -5.6

Element x y z (Å)
O  3.1356  -1.2787  1.6846
S  1.9606  -0.5217  1.3512
O  1.3730  -0.1023  2.6009
N  1.0313  -1.5190  0.4649
S  -0.2186  -0.7921  -0.2844
O  -0.8032  -1.7782  -1.1409
O  0.1199  0.3747  -1.0911
P  -1.8396  -0.1533  1.0237
O  -1.5386  -0.3075  2.6065
O  -2.2520  1.3679  0.6171
S  -3.3856  -1.2521  0.6521
C  2.6153  0.9615  0.4271
F  3.8109  1.2339  0.9909
F  2.8949  0.6779  -0.8337
C  1.7721  2.2922  0.5507
F  0.5352  2.1285  0.9816
F  1.7080  2.8479  -0.6579
F  2.3855  3.1608  1.3394
H  -1.2283  0.5567  2.9361
H  -1.5967  1.7426  -0.0040
O  -3.1903  -4.7434  -1.0010
P  -3.3585  -5.4865  -2.3030
N  -3.0501  -4.1420  -3.3484
C  -3.5053  -3.9783  -4.7133
C  -1.7154  -3.5454  -3.2123
N  -5.0734  -5.7133  -2.1351
C  -6.0384  -5.1690  -3.0680
C  -5.6161  -5.6139  -0.7826
N  -3.3620  -6.6306  -3.6484
C  -4.0317  -7.9256  -3.3851
C  -1.9734  -6.9882  -4.0336
H  -2.9816  -4.6271  -5.4315
H  -3.3428  -2.9459  -5.0341
H  -4.5731  -4.1404  -4.8304
H  -0.9549  -4.1173  -3.7679
H  -1.3972  -3.4995  -2.1775
H  -1.7027  -2.5207  -3.5844
H  -6.0506  -4.0721  -3.0596
H  -7.0467  -5.5193  -2.8258
H  -5.8599  -5.5327  -4.0829
H  -5.7280  -4.5726  -0.4597
H  -4.9797  -6.1331  -0.0691
H  -6.5966  -6.0989  -0.7318
H  -3.6483  -8.4050  -2.4796
H  -3.8788  -8.6044  -4.2282
H  -5.1075  -7.8187  -3.2868
H  -1.4211  -7.4268  -3.1973
H  -1.4200  -6.1160  -4.3826
H  -1.9741  -7.6996  -4.8604
O  -2.1488  4.4430  -1.3047
P  -2.7523  5.1876  -2.4754
N  -3.1721  6.6227  -1.5909
C  -4.2063  7.5817  -1.9242
C  -2.0407  7.3260  -0.9912
N  -4.1408  4.1677  -2.6240
C  -5.4979  4.6448  -2.4510
C  -4.0286  2.8292  -2.0440
N  -3.1562  5.9340  -4.0211
C  -3.4107  4.9918  -5.1373
C  -2.0441  6.7979  -4.4954
H  -3.9553  8.2148  -2.7875
H  -4.3797  8.2487  -1.0751
H  -5.1698  7.1193  -2.1147
H  -1.5157  7.9640  -1.7175
H  -1.3118  6.6288  -0.5794
H  -2.3689  7.9608  -0.1647
H  -5.6925  4.9790  -1.4244
H  -6.2149  3.8547  -2.6895
H  -5.7316  5.4471  -3.1558
H  -4.1580  2.8430  -0.9570
H  -3.0619  2.3871  -2.2755
H  -4.7795  2.1599  -2.4715
H  -2.5915  4.2790  -5.2618
H  -3.5351  5.5448  -6.0715
H  -4.3320  4.4348  -5.0017
H  -1.1137  6.2345  -4.6084
H  -1.8578  7.6224  -3.8062
H  -2.2924  7.2533  -5.4542
O  5.6958  -1.4680  7.1265
P  6.5881  -1.1253  5.9515
N  7.4191  0.1928  6.7278
C  8.0766  1.3105  6.0808
C  8.1667  -0.1741  7.9260
N  5.3301  -0.5110  4.9467
C  5.2881  0.8611  4.4800
C  3.9655  -0.9395  5.2498
N  7.6772  -1.0928  4.5658
C  7.1599  -1.7435  3.3349
C  8.9446  -1.8038  4.8728
H  9.0196  1.0373  5.5853
H  8.3130  2.0803  6.8215
H  7.4462  1.8104  5.3526
H  9.1482  -0.6114  7.6869
H  7.6214  -0.9007  8.5278
H  8.3361  0.6974  8.5638
H  5.1538  1.5749  5.3033
H  4.4646  0.9988  3.7752
H  6.1831  1.1156  3.9064
H  3.5392  -0.3893  6.0978
H  3.9311  -2.0043  5.4713
H  3.3220  -0.7879  4.3816
H  6.8192  -2.7638  3.5281
H  7.9432  -1.7767  2.5736
H  6.3408  -1.1888  2.8886
H  8.7665  -2.8452  5.1560
H  9.4865  -1.3203  5.6871
H  9.6129  -1.7883  4.0116